Record 1
ORCA calculation (the ωB97M-V functional and the def2-TZVPD basis) on a structure of composition C27H33Br2ClN2O2Ta.

For the total energy, the calculation gives -189740.959 eV. The value obtained for the molar mass is 793.782 g/mol. For the relative energy (zero: lowest compared OMol25 entry of this formula, charge and spin), the calculation gives 2.855 eV.

Geometry as ORCA input:
```
! wB97M-V def2-TZVPD RIJCOSX def2/J DEFGRID3
* xyz 3 1
Ta 1.169 -0.847 0.156
C 2.120 2.550 1.601
C 1.281 1.362 1.938
C 1.855 0.208 2.504
C 1.052 -0.863 2.943
C 1.638 -1.873 3.876
C -0.323 -0.844 2.658
C -0.923 0.310 2.128
C -2.408 0.459 2.038
C -0.104 1.394 1.791
H 3.174 2.294 1.516
H 2.029 3.290 2.400
H 1.787 3.032 0.681
H 2.914 0.184 2.738
H 1.606 -1.430 4.878
H 2.686 -2.082 3.672
H 1.064 -2.793 3.919
H -0.945 -1.650 3.029
H -2.745 1.063 2.886
H -2.929 -0.490 2.091
H -2.702 0.993 1.135
H -0.577 2.313 1.474
Br 2.242 -3.758 1.618
C 1.283 -4.895 0.418
Br -0.039 -3.812 -0.479
H 0.777 -5.665 0.988
H 1.963 -5.305 -0.320
C -1.285 4.019 -0.421
C -1.581 3.187 -1.673
C -2.397 1.929 -1.410
C -3.755 2.141 -1.395
C -4.674 1.113 -1.169
C -4.232 -0.187 -0.988
C -2.889 -0.491 -0.971
C -2.530 -1.936 -0.854
C -2.876 -2.557 0.504
C -1.918 0.562 -1.167
N -0.555 0.280 -1.172
C 0.130 0.966 -2.112
C 1.468 1.176 -1.948
C 2.438 1.819 -2.736
C 3.626 1.759 -2.029
C 3.367 1.070 -0.846
N 2.056 0.720 -0.752
H -0.854 4.976 -0.708
H -0.570 3.503 0.215
H -2.191 4.219 0.151
H -0.632 2.988 -2.155
H -2.163 3.790 -2.369
H -4.127 3.140 -1.583
H -5.735 1.331 -1.159
H -4.958 -0.983 -0.886
H -1.484 -2.065 -1.110
H -3.107 -2.467 -1.617
H -2.236 -2.171 1.297
H -2.761 -3.636 0.471
H -3.913 -2.352 0.773
H -0.352 1.242 -3.041
H 2.277 2.266 -3.706
H 4.582 2.152 -2.335
H 4.063 0.813 -0.062
Cl 3.339 -1.875 -4.180
C 3.705 -2.495 -2.570
C 2.773 -1.922 -1.551
O 1.552 -1.658 -1.780
O 3.135 -1.675 -0.365
H 4.729 -2.250 -2.297
H 3.588 -3.582 -2.572
*
```


Record 2
ORCA calculation (the ωB97M-V functional and the def2-TZVPD basis) on a cluster of 16 separate species, C70H183N11O24 in total.

For the total energy, the calculation gives -141071.527 eV. The value obtained for the molar mass is 1563.287 g/mol.

Geometry as ORCA input:
```
! wB97M-V def2-TZVPD RIJCOSX def2/J DEFGRID3
* xyz 0 1
C -1.718 -1.092 -8.084
C -1.006 -0.597 -6.895
O -0.743 -1.636 -5.957
H -1.177 -1.734 -8.703
H -2.129 -0.249 -8.716
H -2.571 -1.630 -7.699
H -1.658 0.084 -6.446
H -0.070 -0.150 -7.144
H 0.130 -1.459 -5.587
C 1.389 -4.969 -3.493
C 1.127 -3.567 -2.894
O 0.748 -3.727 -1.547
H 1.716 -4.906 -4.537
H 0.498 -5.617 -3.321
H 2.248 -5.481 -2.951
H 0.309 -3.132 -3.526
H 2.069 -3.037 -2.891
H 0.100 -3.035 -1.206
C -5.367 -4.325 2.472
C -5.274 -4.490 0.977
O -3.928 -4.037 0.658
H -6.290 -4.751 2.872
H -5.286 -3.260 2.583
H -4.519 -4.802 2.947
H -6.044 -3.960 0.356
H -5.332 -5.573 0.728
H -3.961 -3.672 -0.237
C 1.245 -5.284 1.715
C 2.412 -5.754 0.780
O 3.013 -4.682 0.085
H 0.815 -6.133 2.266
H 0.470 -4.987 1.033
H 1.549 -4.500 2.356
H 2.150 -6.627 0.095
H 3.237 -6.109 1.445
H 2.354 -4.458 -0.542
C 5.358 -4.500 -2.068
C 4.724 -3.156 -1.979
O 5.557 -2.189 -1.373
H 6.228 -4.522 -2.683
H 4.584 -5.244 -2.372
H 5.594 -4.911 -1.078
H 3.720 -3.225 -1.446
H 4.578 -2.707 -2.949
H 5.592 -2.433 -0.404
C -2.504 2.798 -1.064
O -1.612 3.813 -0.622
C -1.769 4.290 0.657
C -0.867 5.574 0.772
N -0.680 6.050 2.162
C -1.817 6.520 2.952
C -2.230 7.938 2.427
O -3.338 8.303 3.244
C -3.724 9.550 2.893
H -2.333 1.797 -0.659
H -2.436 2.644 -2.140
H -3.522 3.152 -0.777
H -1.356 3.510 1.390
H -2.813 4.502 0.954
H -1.206 6.285 0.050
H 0.140 5.293 0.426
H 0.006 5.527 2.666
H -1.552 6.663 3.947
H -2.656 5.832 3.026
H -2.548 8.053 1.343
H -1.339 8.594 2.647
H -4.717 9.710 3.390
H -3.847 9.672 1.773
H -3.029 10.393 3.207
C -3.308 -9.691 -2.230
O -3.542 -8.381 -2.453
C -2.545 -7.637 -1.819
C -2.695 -6.165 -2.127
N -2.546 -5.944 -3.556
C -2.391 -4.578 -3.924
C -2.490 -4.322 -5.372
O -3.886 -4.363 -5.708
C -4.142 -4.971 -6.954
H -2.379 -10.060 -2.751
H -4.138 -10.243 -2.633
H -3.251 -9.895 -1.189
H -1.563 -8.041 -2.089
H -2.597 -7.750 -0.734
H -1.922 -5.554 -1.624
H -3.657 -5.781 -1.652
H -3.257 -6.515 -4.074
H -1.402 -4.281 -3.573
H -3.143 -3.923 -3.465
H -1.920 -5.188 -5.858
H -2.060 -3.343 -5.585
H -3.895 -4.206 -7.730
H -5.189 -5.218 -7.075
H -3.385 -5.760 -7.257
C 1.925 4.018 -1.355
O 2.204 4.159 0.022
C 2.339 2.913 0.657
C 2.299 3.211 2.136
N 3.187 4.357 2.383
C 3.100 4.749 3.776
C 3.752 6.134 4.100
O 3.002 7.049 3.238
C 3.660 8.312 3.169
H 1.579 4.972 -1.745
H 1.214 3.232 -1.428
H 2.788 3.687 -1.918
H 3.373 2.413 0.387
H 1.462 2.314 0.388
H 2.673 2.272 2.724
H 1.291 3.363 2.506
H 2.830 5.080 1.805
H 3.624 4.015 4.341
H 2.024 4.830 4.076
H 4.782 6.113 3.809
H 3.625 6.228 5.156
H 4.183 8.490 4.041
H 2.976 9.145 2.923
H 4.437 8.255 2.376
C 2.868 -2.156 -6.855
O 2.189 -1.360 -5.903
C 3.099 -0.521 -5.185
C 2.464 0.121 -3.938
N 3.303 1.158 -3.355
C 4.550 0.639 -2.819
C 5.234 1.622 -1.880
O 5.556 2.781 -2.662
C 5.810 3.813 -1.780
H 3.537 -2.837 -6.400
H 3.453 -1.529 -7.500
H 2.064 -2.724 -7.383
H 3.525 0.217 -5.849
H 3.890 -1.159 -4.834
H 2.504 -0.687 -3.194
H 1.467 0.456 -4.092
H 3.571 1.893 -3.920
H 5.210 0.309 -3.550
H 4.378 -0.252 -2.234
H 6.116 1.080 -1.487
H 4.572 1.972 -1.076
H 6.622 3.482 -1.162
H 4.934 4.026 -1.228
H 6.070 4.738 -2.245
C -9.749 5.120 -6.218
O -9.723 3.767 -5.808
C -9.206 3.471 -4.550
C -9.048 1.988 -4.295
N -8.184 1.307 -5.316
C -6.771 1.447 -4.996
C -5.959 0.564 -5.969
O -6.075 -0.790 -5.559
C -5.665 -1.662 -6.576
H -10.315 5.691 -5.429
H -10.293 5.102 -7.156
H -8.775 5.630 -6.301
H -9.834 3.849 -3.739
H -8.240 3.981 -4.417
H -9.993 1.397 -4.364
H -8.728 1.778 -3.252
H -8.381 1.636 -6.206
H -6.593 1.076 -3.965
H -6.308 2.448 -5.028
H -4.901 0.871 -5.989
H -6.387 0.764 -6.970
H -4.608 -1.462 -6.826
H -6.255 -1.539 -7.532
H -5.662 -2.722 -6.194
C 3.392 3.215 9.028
O 4.710 3.319 8.381
C 4.630 3.700 7.008
C 6.008 3.705 6.448
N 6.380 2.373 5.900
C 7.719 2.392 5.305
C 7.742 2.564 3.819
O 7.118 3.801 3.513
C 6.535 3.756 2.173
H 3.530 2.851 10.014
H 2.961 2.394 8.418
H 2.881 4.204 8.904
H 4.228 4.747 6.908
H 3.964 3.089 6.414
H 6.623 4.008 7.242
H 6.141 4.471 5.742
H 6.377 1.746 6.730
H 8.228 1.448 5.546
H 8.255 3.192 5.755
H 7.166 1.769 3.307
H 8.794 2.464 3.482
H 5.909 4.584 2.046
H 5.842 2.844 2.204
H 7.159 3.676 1.318
C -3.300 0.564 -3.855
O -2.524 0.139 -2.741
C -2.243 -1.258 -2.773
C -2.048 -1.775 -1.349
N -0.692 -1.515 -0.773
C 0.180 -0.444 -1.188
C 1.544 -0.634 -0.658
O 1.418 -0.679 0.754
C 2.498 -1.267 1.381
H -2.671 0.523 -4.780
H -3.596 1.596 -3.646
H -4.219 -0.029 -3.972
H -1.373 -1.330 -3.415
H -3.129 -1.746 -3.264
H -2.169 -2.830 -1.221
H -2.890 -1.340 -0.747
H -0.896 -1.520 0.246
H -0.296 0.554 -1.038
H 0.299 -0.446 -2.293
H 2.217 0.148 -0.929
H 2.003 -1.593 -1.075
H 3.449 -0.753 1.041
H 2.595 -2.303 1.121
H 2.464 -1.087 2.466
C -0.786 -2.595 2.689
O -1.376 -1.325 2.302
C -0.885 -0.229 2.995
C -1.325 0.993 2.263
N -2.691 1.470 2.427
C -3.051 1.752 3.789
C -3.845 3.054 4.096
O -4.143 3.056 5.516
C -5.480 2.667 5.755
H -0.687 -2.521 3.746
H 0.108 -2.752 2.097
H -1.535 -3.399 2.503
H 0.180 -0.248 2.950
H -1.267 -0.212 4.079
H -1.127 0.735 1.194
H -0.738 1.906 2.458
H -3.390 0.774 2.070
H -2.221 1.768 4.480
H -3.661 0.911 4.260
H -4.765 3.156 3.550
H -3.296 3.954 3.882
H -6.208 3.296 5.240
H -5.647 2.711 6.868
H -5.662 1.601 5.491
C 7.561 -1.819 2.364
C 6.937 -3.209 2.089
C 6.730 -4.109 3.320
O 6.595 -5.444 2.827
C 6.419 -6.312 3.907
N 5.680 -2.966 1.358
H 6.919 -1.268 3.038
H 7.625 -1.409 1.365
H 8.481 -1.787 2.911
H 7.515 -3.683 1.265
H 5.910 -3.770 3.921
H 7.576 -4.068 3.954
H 6.591 -7.297 3.579
H 5.459 -6.187 4.435
H 7.282 -6.135 4.631
H 4.948 -2.553 1.848
H 5.279 -3.889 1.044
C 3.921 -2.371 6.069
C 3.450 -1.327 5.110
C 2.713 -0.261 5.965
O 2.188 0.574 4.928
C 1.284 1.528 5.276
N 4.422 -0.746 4.197
H 4.850 -2.105 6.571
H 4.155 -3.325 5.508
H 3.143 -2.725 6.747
H 2.678 -1.870 4.559
H 3.386 0.254 6.637
H 1.867 -0.678 6.476
H 0.584 1.277 6.068
H 0.751 1.792 4.388
H 1.773 2.399 5.737
H 3.924 -0.022 3.662
H 4.998 -0.052 4.811
C -6.926 1.021 0.292
C -6.177 -0.256 0.229
C -5.828 -0.623 -1.181
O -5.743 -2.058 -1.226
C -5.849 -2.504 -2.629
N -5.001 -0.217 1.118
H -7.875 1.007 -0.276
H -6.445 1.892 -0.099
H -7.190 1.330 1.298
H -6.949 -1.048 0.522
H -4.837 -0.297 -1.422
H -6.553 -0.181 -1.926
H -5.836 -3.594 -2.624
H -4.956 -2.235 -3.250
H -6.817 -2.190 -3.061
H -4.339 0.373 0.651
H -4.741 -1.196 1.168
*
```


Record 3
ORCA calculation (the ωB97M-V functional and the def2-TZVPD basis) on the molecule C2H4ClNO3.

For the total energy, the calculation gives -22290.564 eV. The value obtained for the molar mass is 125.511 g/mol. For the relative energy (zero: lowest compared OMol25 entry of this formula, charge and spin), the calculation gives 4.002 eV. As for the structure (SMILES): C[C@](O)(Cl)[N+](=O)[O-].

Geometry as ORCA input:
```
! wB97M-V def2-TZVPD RIJCOSX def2/J DEFGRID3
* xyz 0 1
C 0.384 -0.204 -0.473
C -0.904 -0.346 0.322
N -1.874 0.886 -0.170
O -2.024 1.154 -1.315
O -2.554 1.358 0.732
O -0.805 -0.012 1.678
Cl -1.801 -1.755 -0.187
H 0.546 -1.017 -1.080
H 0.268 0.695 -1.128
H 1.228 -0.113 0.221
H -1.530 0.711 1.710
*
```


Record 4
ORCA calculation (the ωB97M-V functional and the def2-TZVPD basis) on the molecule C2H8N4.

For the total energy, the calculation gives -8161.485 eV. The value obtained for the molar mass is 88.114 g/mol. For the relative energy (zero: lowest compared OMol25 entry of this formula, charge and spin), the calculation gives 2.766 eV. As for the structure (SMILES): [H]/N=C(/N)N(C)N.

Geometry as ORCA input:
```
! wB97M-V def2-TZVPD RIJCOSX def2/J DEFGRID3
* xyz 0 1
C -0.033 1.146 -1.010
C 0.506 -0.926 0.022
H -0.799 1.959 -1.196
H 0.860 1.751 -0.655
H 0.441 0.818 -2.007
H -1.294 1.630 0.632
H -2.006 -0.100 0.980
H 0.426 -0.481 2.234
H 1.278 -1.941 1.730
H 0.653 -1.508 -1.804
N -0.537 0.005 -0.369
N -1.129 0.561 0.879
N 0.610 -1.124 1.420
N 1.026 -1.790 -0.857
*
```


Record 5
ORCA calculation (the ωB97M-V functional and the def2-TZVPD basis) on a structure of composition C34H56N3OP2PdS.

For the total energy, the calculation gives -75549.851 eV. The value obtained for the molar mass is 723.277 g/mol. For the relative energy (zero: lowest compared OMol25 entry of this formula, charge and spin), the calculation gives 0.296 eV.

Geometry as ORCA input:
```
! wB97M-V def2-TZVPD RIJCOSX def2/J DEFGRID3
* xyz 3 5
C 0.912 2.497 1.294
C 0.480 2.233 -1.027
C 1.243 3.843 1.118
C 1.066 3.522 -1.257
C 1.368 4.348 -0.182
H 1.408 4.458 2.003
H 1.200 3.877 -2.281
H 1.670 5.375 -0.351
N 0.465 1.744 0.279
P 1.155 0.019 2.534
P -1.271 0.176 -1.695
C 0.980 1.843 2.677
H 1.776 2.315 3.283
H 0.026 2.041 3.208
C -0.439 -2.141 0.971
O -0.410 -3.311 1.018
C -0.021 1.389 -2.115
H 0.101 1.741 -3.132
C -1.300 -1.207 -3.032
C -2.709 1.363 -1.989
C 3.019 -0.219 2.209
C 0.690 -0.617 4.239
C -0.695 -2.502 -2.484
H -1.299 -2.938 -1.681
H -0.632 -3.233 -3.309
H 0.322 -2.369 -2.111
C -2.722 -1.533 -3.497
H -3.364 -1.831 -2.662
H -3.189 -0.704 -4.036
H -2.672 -2.380 -4.197
C -0.451 -0.802 -4.225
H -0.550 -1.599 -4.992
H -0.792 0.129 -4.712
H 0.607 -0.697 -3.925
C -4.011 0.633 -1.642
H -3.867 -0.066 -0.807
H -4.748 1.381 -1.325
H -4.417 0.089 -2.500
C -2.552 2.560 -1.053
H -2.501 2.246 0.008
H -1.673 3.188 -1.283
H -3.443 3.206 -1.190
C -2.667 1.866 -3.448
H -1.660 1.915 -3.891
H -3.309 1.269 -4.114
H -3.040 2.902 -3.447
C 1.093 -2.100 4.345
H 0.745 -2.473 5.320
H 0.638 -2.723 3.561
H 2.182 -2.238 4.317
C -0.823 -0.483 4.469
H -1.151 0.561 4.446
H -1.421 -1.036 3.736
H -1.057 -0.887 5.465
C 1.385 0.177 5.357
H 1.336 1.262 5.202
H 0.860 -0.047 6.298
H 2.429 -0.119 5.504
C 3.530 0.855 1.225
H 3.502 1.868 1.661
H 4.586 0.636 0.985
H 2.956 0.874 0.285
C 3.245 -1.609 1.632
H 2.835 -1.694 0.611
H 4.339 -1.796 1.565
H 2.795 -2.415 2.246
C 3.865 -0.087 3.485
H 3.697 0.867 4.009
H 3.717 -0.934 4.168
H 4.926 -0.112 3.179
Pd -0.434 -0.203 0.686
N 1.526 -0.843 -1.018
C 1.950 -0.265 -1.983
C 3.039 0.046 -3.007
C 2.588 1.085 -4.022
C 4.149 0.703 -2.193
C 3.367 -1.331 -3.611
H 1.721 0.793 -4.617
H 2.361 2.039 -3.516
H 3.418 1.268 -4.716
H 4.416 0.087 -1.331
H 5.065 0.910 -2.773
H 3.741 1.660 -1.804
H 3.449 -1.328 -4.704
H 4.268 -1.709 -3.113
H 2.564 -2.046 -3.373
S -2.699 0.415 1.744
C -3.744 -0.924 1.657
N -3.337 -2.210 1.882
C -4.192 -3.268 1.968
C -5.539 -3.064 1.742
C -6.007 -1.758 1.497
C -5.115 -0.692 1.492
H -2.355 -2.378 2.057
H -3.753 -4.229 2.212
H -6.239 -3.910 1.775
H -7.074 -1.563 1.348
H -5.426 0.351 1.401
*
```


Record 6
ORCA calculation (the ωB97M-V functional and the def2-TZVPD basis) on the molecule C4H7NO2.

For the total energy, the calculation gives -9844.914 eV. The value obtained for the molar mass is 101.105 g/mol. For the relative energy (zero: lowest compared OMol25 entry of this formula, charge and spin), the calculation gives 2.366 eV. As for the structure (SMILES): [H]/N=C(\C)OCC=O.

Geometry as ORCA input:
```
! wB97M-V def2-TZVPD RIJCOSX def2/J DEFGRID3
* xyz 0 1
C -1.241 -0.082 -0.444
C -0.542 0.623 0.745
N -0.848 1.728 1.269
O 0.434 -0.096 1.383
C 1.182 -0.881 0.489
C 1.315 -0.154 -0.843
O 1.380 1.047 -0.911
H -2.043 -0.675 -0.006
H -1.632 0.677 -1.123
H -0.718 -0.803 -1.098
H -1.559 2.233 0.746
H 2.199 -0.966 0.884
H 0.748 -1.888 0.402
H 1.314 -0.783 -1.750
*
```